No. 1
{"formula": "C32H28FeN6O3SSe2", "method": "ωB97M-V with the def2-TZVPD basis set", "symbols": ["Fe", "O", "C", "N", "C", "C", "C", "C", "C", "C", "N", "C", "O", "C", "C", "C", "C", "C", "N", "C", "C", "C", "C", "C", "N", "H", "H", "H", "H", "H", "H", "H", "H", "H", "H", "H", "H", "Se", "Se", "C", "C", "C", "C", "C", "N", "C", "C", "C", "C", "C", "N", "H", "H", "H", "H", "H", "H", "H", "H", "O", "S", "C", "C", "C", "C", "H", "H", "H", "H", "H", "H", "H", "H"], "coordinates": [[0.211, 0.784, -0.167], [1.501, -2.974, -0.873], [1.232, -1.824, -0.508], [0.369, -0.945, -1.008], [-0.227, -1.040, -2.266], [-0.137, -2.112, -3.152], [-0.772, -2.044, -4.389], [-1.494, -0.916, -4.747], [-1.592, 0.151, -3.859], [-0.974, 0.103, -2.615], [-1.108, 1.177, -1.689], [-0.559, 2.329, -2.179], [-1.013, 3.456, -2.172], [0.907, 2.124, -2.551], [1.554, 2.603, -3.674], [2.903, 2.328, -3.822], [3.560, 1.615, -2.829], [2.845, 1.198, -1.720], [1.542, 1.442, -1.585], [1.989, -1.228, 0.660], [2.969, -1.964, 1.305], [3.679, -1.375, 2.336], [3.396, -0.060, 2.676], [2.410, 0.610, 1.973], [1.715, 0.045, 0.987], [0.444, -2.978, -2.871], [-0.690, -2.877, -5.076], [-1.983, -0.861, -5.712], [-2.175, 1.029, -4.112], [0.995, 3.166, -4.409], [3.439, 2.662, -4.701], [4.612, 1.381, -2.907], [3.320, 0.649, -0.918], [3.144, -2.975, 0.966], [4.446, -1.926, 2.864], [3.927, 0.448, 3.469], [2.175, 1.642, 2.201], [-0.965, 1.390, 3.112], [-1.760, 0.133, 1.286], [-1.471, -1.513, 2.279], [-2.517, -1.997, 3.054], [-2.318, -3.183, 3.738], [-1.100, -3.837, 3.610], [-0.128, -3.265, 2.808], [-0.307, -2.116, 2.156], [-0.131, 2.799, 2.149], [0.100, 3.959, 2.888], [0.732, 5.025, 2.287], [1.084, 4.911, 0.952], [0.806, 3.734, 0.292], [0.224, 2.662, 0.864], [-3.460, -1.470, 3.087], [-3.108, -3.599, 4.351], [-0.907, -4.772, 4.117], [0.838, -3.740, 2.670], [-0.233, 4.009, 3.916], [0.928, 5.933, 2.843], [1.556, 5.721, 0.416], [1.055, 3.649, -0.751], [-3.468, -1.972, 0.242], [-2.731, -2.353, -1.015], [-3.925, -3.127, -2.143], [-3.966, -4.611, -1.804], [-2.504, -5.002, -1.601], [-1.911, -3.950, -0.669], [-3.546, -2.949, -3.151], [-4.859, -2.585, -2.006], [-4.446, -5.192, -2.592], [-4.530, -4.764, -0.881], [-1.984, -4.977, -2.562], [-2.389, -6.005, -1.189], [-0.833, -3.816, -0.765], [-2.166, -4.133, 0.378]], "lowdin_charge": [0.25, 0.01, -0.48, 0.03, -0.25, -0.04, -0.11, -0.11, -0.03, -0.27, 0.01, -0.51, 0.08, -0.18, 0.02, -0.04, -0.04, -0.07, 0.06, -0.19, 0.00, -0.05, -0.05, -0.11, 0.05, 0.10, 0.10, 0.09, 0.12, 0.13, 0.11, 0.11, 0.11, 0.12, 0.11, 0.11, 0.10, 0.77, 0.87, -0.63, -0.10, -0.06, -0.06, -0.12, 0.08, -0.66, -0.12, -0.06, -0.04, -0.09, 0.00, 0.11, 0.11, 0.10, 0.11, 0.10, 0.11, 0.11, 0.10, -0.59, 0.94, -0.30, -0.23, -0.23, -0.28, 0.09, 0.09, 0.11, 0.11, 0.11, 0.11, 0.07, 0.09], "de_lowest_kcal_mol": 0.0, "total_energy_ha": -8255.29738, "orbital_gap_ev": 6.691}



No. 2
{"formula": "C4H23N3O6", "method": "ωB97M-V with the def2-TZVPD basis set", "symbols": ["C", "C", "C", "C", "N", "N", "N", "H", "H", "H", "H", "H", "H", "H", "H", "H", "H", "H", "H", "H", "O", "H", "H", "O", "H", "H", "O", "H", "H", "O", "H", "H", "O", "H", "H", "O"], "coordinates": [[3.155, -0.024, 0.185], [1.931, 0.734, 0.943], [0.913, 1.318, 0.067], [-0.405, 1.124, 0.458], [-1.487, 1.882, -0.056], [1.316, 2.076, -1.067], [3.084, -1.230, -0.594], [3.880, -0.218, 1.045], [3.662, 0.711, -0.509], [1.730, 0.252, 1.951], [2.442, 1.632, 1.429], [-0.640, 0.785, 1.463], [-2.269, 1.499, -0.516], [-1.238, 2.829, -0.349], [1.892, 1.443, -1.711], [0.659, 2.398, -1.688], [2.484, -1.276, -1.377], [2.801, -1.994, 0.088], [-1.456, -2.689, -2.251], [-1.969, -2.618, -0.808], [-2.252, -2.684, -1.688], [0.479, -1.027, 3.554], [-1.012, -0.602, 3.850], [-0.173, -0.409, 3.373], [-2.810, 1.228, 2.690], [-1.541, 1.948, 2.368], [-2.302, 1.992, 2.901], [-1.119, -0.632, -4.397], [-0.081, -0.647, -3.313], [-0.757, -1.213, -3.694], [-0.544, -2.120, 0.992], [-0.003, -1.253, -0.020], [0.197, -2.148, 0.318], [-3.638, -0.227, -1.174], [-2.237, -0.659, -1.561], [-2.691, -0.181, -0.899]], "nbo_charge": [-0.22, -0.55, 0.30, -0.04, -0.64, -0.73, -0.80, 0.22, 0.19, 0.28, 0.29, 0.25, 0.45, 0.39, 0.41, 0.39, 0.35, 0.38, 0.49, 0.47, -0.95, 0.48, 0.50, -0.97, 0.46, 0.45, -0.90, 0.49, 0.46, -0.94, 0.48, 0.45, -0.92, 0.50, 0.51, -0.98], "total_charge": 1, "de_lowest_kcal_mol": 32.1, "multiplicity": 2, "total_energy_ha": -781.53957, "orbital_gap_ev": [9.249, 5.747]}



No. 3
{"formula": "C5H12OS", "method": "ωB97M-V with the def2-TZVPD basis set", "symbols": ["C", "O", "C", "C", "C", "S", "C", "H", "H", "H", "H", "H", "H", "H", "H", "H", "H", "H", "H"], "coordinates": [[-1.251, -1.056, -1.472], [-0.492, -1.559, -2.583], [-0.604, 0.149, -0.818], [0.803, -0.165, -0.338], [0.840, -0.765, 1.075], [-0.140, 0.128, 2.353], [0.441, 1.839, 2.054], [-2.280, -0.863, -1.793], [-1.261, -1.906, -0.790], [-0.729, -1.080, -3.386], [-1.244, 0.490, 0.001], [-0.559, 0.953, -1.545], [1.256, -0.808, -1.092], [1.397, 0.751, -0.303], [0.396, -1.758, 1.040], [1.818, -0.771, 1.532], [1.499, 1.889, 2.305], [-0.120, 2.470, 2.747], [0.228, 2.061, 1.016]], "nbo_charge": [-0.06, -0.73, -0.44, -0.43, -0.51, 0.15, -0.74, 0.17, 0.17, 0.47, 0.22, 0.20, 0.24, 0.20, 0.22, 0.22, 0.21, 0.23, 0.21], "de_lowest_kcal_mol": 11.4, "smiles": "CSCCCCO", "total_energy_ha": -671.11501, "orbital_gap_ev": 9.353}



No. 4
{"formula": "C4H4ClF", "method": "ωB97M-V with the def2-TZVPD basis set", "symbols": ["C", "C", "C", "C", "F", "Cl", "H", "H", "H", "H"], "coordinates": [[-0.025, -0.302, -1.052], [0.085, -0.940, 0.194], [-0.278, 0.970, -1.163], [0.171, -0.231, 1.362], [-0.416, 1.757, -0.062], [0.230, -0.929, 2.954], [0.158, -0.871, -1.913], [-0.039, -1.960, 0.113], [-0.175, 1.682, -1.923], [0.289, 0.824, 1.490]], "nbo_charge": [-0.32, -0.27, 0.25, -0.16, -0.35, -0.02, 0.23, 0.22, 0.18, 0.23], "de_lowest_kcal_mol": 16.0, "smiles": "F/C=C\\C=C\\Cl", "total_energy_ha": -714.80235, "orbital_gap_ev": 9.320}



No. 5
{"formula": "C2H3NO", "method": "ωB97M-V with the def2-TZVPD basis set", "symbols": ["O", "C", "C", "N", "H", "H", "H"], "coordinates": [[-0.451, -1.178, 0.537], [0.544, 0.560, -0.687], [-0.233, 0.961, 0.348], [-0.947, 0.701, 1.270], [-0.669, -2.103, 0.789], [0.142, 0.568, -1.696], [1.623, 0.518, -0.567]], "nbo_charge": [-0.70, -0.24, 0.19, -0.15, 0.44, 0.23, 0.23], "de_lowest_kcal_mol": 117.0, "total_energy_ha": -207.81117, "orbital_gap_ev": [9.606, 8.911]}



No. 6
{"formula": "C4H12", "method": "ωB97M-V with the def2-TZVPD basis set", "symbols": ["C", "C", "H", "H", "H", "H", "H", "H", "C", "C", "H", "H", "H", "H", "H", "H"], "coordinates": [[1.108, 2.524, -0.559], [0.071, 1.904, 0.253], [1.250, 3.609, -0.401], [2.143, 2.207, -0.280], [0.943, 2.328, -1.616], [-0.010, 0.775, 0.216], [-0.952, 2.112, -0.162], [-0.013, 2.083, 1.329], [-0.234, -1.818, -0.386], [-0.939, -2.585, 0.698], [0.682, -1.340, 0.028], [0.267, -2.422, -1.195], [-0.835, -1.108, -0.949], [-1.844, -2.063, 1.000], [-0.237, -2.714, 1.531], [-1.307, -3.592, 0.496]], "nbo_charge": [-0.62, -0.55, 0.33, 0.31, 0.25, 0.33, 0.31, 0.26, -0.59, -0.63, 0.26, 0.31, 0.23, 0.24, 0.24, 0.29], "total_charge": 1, "de_lowest_kcal_mol": 10.2, "multiplicity": 2, "total_energy_ha": -159.15361, "orbital_gap_ev": [13.530, 3.878]}



No. 7
{"formula": "H4O2", "method": "ωB97M-V with the def2-TZVPD basis set", "symbols": ["H", "H", "O", "H", "H", "O"], "coordinates": [[0.869, 4.415, 0.517], [2.252, 3.576, 0.504], [1.610, 4.055, -0.029], [-1.288, -3.309, -0.060], [-1.895, -4.243, 0.800], [-1.602, -4.110, -0.192]], "nbo_charge": [0.48, 0.48, -0.95, 0.45, 0.46, -0.90], "de_lowest_kcal_mol": 17.5, "smiles": "O.O", "total_energy_ha": -152.84708, "orbital_gap_ev": 12.596}